Record 1
Density functional theory data (ωB97M-V/def2-TZVPD) for a gas-phase ion, C19H27N2O3S (charge +1) in a non-equilibrium geometry.

Structure (XYZ):
```
52
C19H27N2O3S (ωB97M-V/def2-TZVPD)
C 4.48 -1.51 3.00
H 4.87 -0.56 2.64
H 5.05 -2.33 2.55
H 4.57 -1.55 4.09
O 3.13 -1.55 2.59
C 2.39 -2.67 2.87
C 2.86 -3.76 3.59
C 2.05 -4.86 3.81
C 0.76 -4.88 3.32
C 0.27 -3.80 2.62
C 1.07 -2.68 2.38
N 0.62 -1.59 1.62
C -0.45 -1.76 0.68
C -0.30 -0.71 -0.42
N -0.36 0.65 0.18
H -1.25 0.74 0.71
C -0.41 1.73 -0.82
H 0.20 2.57 -0.47
H -0.01 1.38 -1.78
C -1.85 2.22 -0.99
C -2.73 1.21 -1.78
O -2.03 0.52 -2.78
C -2.14 1.06 -4.09
C -1.61 2.45 -4.23
C -2.32 3.60 -4.40
C -1.49 4.75 -4.48
C -0.18 4.46 -4.34
S 0.09 2.77 -4.14
H 0.67 5.12 -4.36
H -1.87 5.75 -4.62
H -3.39 3.64 -4.50
H -3.20 1.05 -4.41
H -1.58 0.37 -4.72
H -3.10 0.45 -1.07
H -3.61 1.73 -2.19
O -2.36 2.38 0.32
H -3.19 2.87 0.30
H -1.82 3.18 -1.53
C 0.72 0.79 1.18
C 0.57 -0.29 2.25
H 1.39 -0.21 2.96
H -0.38 -0.14 2.79
H 0.67 1.78 1.63
H 1.68 0.67 0.67
H -1.07 -0.80 -1.18
H 0.68 -0.82 -0.88
H -0.38 -2.75 0.23
H -1.45 -1.66 1.15
H -0.74 -3.82 2.25
H 0.13 -5.74 3.49
H 2.44 -5.70 4.37
H 3.87 -3.76 3.97
```

Values from the calculation:
energy relative to the best compared isomer or geometry (same formula, charge and spin): 17.8 kcal/mol
SMILES: COc1ccccc1N1CC[NH+](C[C@H](O)COCc2cccs2)CC1
orbital gap: 8.43 eV
net charge: +1

---

Record 2
Density functional theory data (ωB97M-V/def2-TZVPD) for a molecular structure, C33H33F6FeN7O4PSSi.

Structure (XYZ):
```
87
C33H33F6FeN7O4PSSi (ωB97M-V/def2-TZVPD)
Fe 0.52 1.30 -0.01
C -2.42 -1.46 1.90
C -1.88 -0.43 1.15
N -0.56 -0.34 0.97
C 0.22 -1.26 1.55
C -0.35 -2.26 2.32
N -1.66 -2.37 2.49
C 1.68 -1.15 1.29
C 2.62 -2.06 1.73
C 3.96 -1.86 1.39
C 4.29 -0.76 0.60
C 3.29 0.11 0.20
N 2.02 -0.10 0.56
C 3.51 1.34 -0.61
C 4.76 1.74 -1.06
N 4.94 2.86 -1.75
C 3.86 3.61 -1.97
C 2.61 3.22 -1.52
N 2.43 2.09 -0.86
C 5.00 -2.81 1.84
C 4.99 -3.32 3.13
C 5.99 -4.20 3.51
N 6.97 -4.60 2.70
C 6.97 -4.10 1.46
C 6.02 -3.21 0.99
H -3.49 -1.53 2.04
H -2.50 0.34 0.70
H 0.26 -3.01 2.81
H 2.34 -2.92 2.32
H 5.32 -0.59 0.34
H 5.65 1.14 -0.88
H 4.00 4.53 -2.51
H 1.74 3.85 -1.68
H 4.23 -3.02 3.85
H 6.01 -4.61 4.51
H 7.77 -4.44 0.81
H 6.07 -2.86 -0.04
C -6.28 2.64 0.47
Si -4.65 2.98 1.32
C -4.49 4.76 1.82
C -4.38 1.82 2.75
C -3.30 2.62 0.10
C -2.40 2.44 -0.68
H -7.11 2.84 1.14
H -6.35 1.59 0.15
H -6.40 3.27 -0.41
H -5.27 5.03 2.55
H -4.60 5.42 0.96
H -3.52 4.95 2.27
H -5.11 2.00 3.54
H -3.38 1.96 3.18
H -4.47 0.77 2.44
F 0.25 3.36 0.33
P 0.39 3.55 2.06
F -0.80 2.42 2.13
F 0.53 3.59 3.62
F -0.68 4.70 1.99
F 1.44 2.26 1.96
F 1.59 4.53 1.80
C -3.67 -4.89 -0.85
C -2.64 -3.94 -1.40
C -1.36 -3.90 -0.85
C -0.41 -3.01 -1.32
C -0.74 -2.15 -2.36
C -2.00 -2.20 -2.94
C -2.94 -3.09 -2.45
S 0.51 -1.03 -2.88
O 0.65 -0.04 -1.83
O 1.67 -1.77 -3.26
N -0.02 -0.22 -4.17
C -1.00 0.85 -4.06
C -0.38 2.19 -3.63
C -1.31 2.90 -2.69
O -1.95 3.87 -2.84
O -1.38 2.14 -1.48
H -3.21 -5.82 -0.50
H -4.41 -5.14 -1.61
H -4.19 -4.44 -0.01
H -1.10 -4.58 -0.04
H 0.59 -3.01 -0.91
H -2.24 -1.56 -3.78
H -3.92 -3.13 -2.91
H 0.13 -0.68 -5.05
H -1.78 0.56 -3.35
H -1.48 0.95 -5.03
H -0.20 2.85 -4.48
H 0.56 2.00 -3.12
```

Values from the calculation:
energy relative to the best compared isomer or geometry (same formula, charge and spin): 0.0 kcal/mol
orbital gap (alpha / beta): 8.26 / 8.15 eV
net charge: +1
spin multiplicity: 5

---

Record 3
Density functional theory data (ωB97M-V/def2-TZVPD) for a gas-phase ion, C5H11O2 (charge -1) in a non-equilibrium geometry.

Structure (XYZ):
```
18
C5H11O2 (ωB97M-V/def2-TZVPD)
C 1.25 2.14 0.32
O 0.08 2.77 0.40
C 1.12 0.87 -0.68
C -0.29 0.22 -0.74
C -0.41 -0.57 0.61
C -0.90 -2.01 0.38
O -2.03 -2.17 -0.46
H 2.10 2.88 0.02
H 1.65 1.70 1.27
H 1.43 1.18 -1.68
H 1.89 0.22 -0.27
H -0.14 -0.51 -1.54
H -1.04 1.00 -0.78
H 0.53 -0.67 1.12
H -1.19 0.01 1.11
H -0.17 -2.59 -0.19
H -1.05 -2.68 1.26
H -2.86 -1.79 -0.14
```

Values from the calculation:
energy relative to the best compared isomer or geometry (same formula, charge and spin): 74.9 kcal/mol
SMILES: [O-]CCCCCO
orbital gap: 5.72 eV
net charge: -1

---

Record 4
Density functional theory data (ωB97M-V/def2-TZVPD) for 5 unconnected molecules or ions with the total composition H10O5.

Structure (XYZ):
```
15
H10O5 (ωB97M-V/def2-TZVPD)
O 18.64 -11.09 15.10
H 18.61 -10.75 16.00
H 19.34 -10.59 14.67
O 17.57 -11.86 11.94
H 17.92 -11.46 12.75
H 18.27 -11.76 11.29
O 14.40 -13.96 14.77
H 14.42 -13.54 15.64
H 14.37 -14.90 14.96
O 19.00 -15.51 17.06
H 18.52 -15.29 16.24
H 19.69 -16.13 16.79
O 17.56 -14.19 14.97
H 17.77 -13.34 14.56
H 17.01 -14.64 14.32
```

Values from the calculation:
energy relative to the best compared isomer or geometry (same formula, charge and spin): 24.6 kcal/mol
SMILES: O.O.O.O.O
orbital gap: 10.99 eV
net charge: 0

---

Record 5
Density functional theory data (ωB97M-V/def2-TZVPD) for 2 unconnected molecules or ions with the total composition C5H11NO in a non-equilibrium geometry.

Structure (XYZ):
```
18
C5H11NO (ωB97M-V/def2-TZVPD)
C -0.80 -0.99 -0.16
C -1.07 0.34 -0.03
N -0.51 1.26 -0.90
C -0.83 -1.89 1.04
C 0.50 -2.61 1.18
C 1.58 -2.00 1.69
H -1.12 -1.47 -1.08
H -1.76 0.70 0.74
H -0.83 2.19 -0.71
H 0.46 1.12 -1.12
H -1.02 -1.35 1.97
H -1.62 -2.66 1.04
H 0.56 -3.63 0.83
H 2.55 -2.37 1.40
H 1.40 -1.28 2.48
H 1.45 4.53 -1.46
H 0.56 3.45 -2.03
O 0.88 4.34 -2.21
```

Values from the calculation:
energy relative to the best compared isomer or geometry (same formula, charge and spin): 87.9 kcal/mol
SMILES: C=CC/C=C/N.O
orbital gap: 8.37 eV
net charge: 0

---

Record 6
Density functional theory data (ωB97M-V/def2-TZVPD) for 4 unconnected molecules or ions with the total composition CH10NO3 in a non-equilibrium geometry.

Structure (XYZ):
```
15
CH10NO3 (ωB97M-V/def2-TZVPD)
C -1.13 0.85 -2.00
N -0.67 0.20 -1.02
H -1.49 1.84 -1.95
H -1.53 0.46 -2.92
H -0.37 -0.83 -1.11
H -0.15 0.51 -0.14
H 0.75 2.61 0.77
H 2.11 2.16 0.65
O 1.23 1.79 0.88
H 1.21 -0.44 2.41
H -0.46 -0.96 2.67
O 0.32 -0.85 2.12
H -0.23 -3.07 -0.62
H 0.30 -2.06 0.59
O 0.10 -2.23 -0.33
```

Values from the calculation:
energy relative to the best compared isomer or geometry (same formula, charge and spin): 19.4 kcal/mol
orbital gap: 10.76 eV
net charge: +1

---

Record 7
Density functional theory data (ωB97M-V/def2-TZVPD) for C3H8O2 in the gas phase in a non-equilibrium geometry.

Structure (XYZ):
```
13
C3H8O2 (ωB97M-V/def2-TZVPD)
C 0.27 -0.95 0.94
O -0.22 -0.88 2.25
C -0.27 0.19 0.07
C 0.39 0.28 -1.30
O -0.12 1.40 -2.02
H -0.12 -1.86 0.48
H 1.36 -1.01 0.80
H 0.50 -0.67 2.85
H -0.17 1.14 0.53
H -1.33 0.01 -0.10
H 0.24 -0.59 -1.94
H 1.46 0.47 -1.19
H -1.07 1.28 -2.08
```

Values from the calculation:
energy relative to the best compared isomer or geometry (same formula, charge and spin): 24.9 kcal/mol
SMILES: OCCCO
orbital gap: 10.95 eV
net charge: 0

---

Record 8
Density functional theory data (ωB97M-V/def2-TZVPD) for a molecular structure, C29H40N4O2S2 in a non-equilibrium geometry.

Structure (XYZ):
```
77
C29H40N4O2S2 (ωB97M-V/def2-TZVPD)
C 3.11 6.44 -1.30
C 2.47 5.06 -1.03
C 2.12 4.30 -2.31
C 2.01 2.77 -2.13
C 1.47 2.09 -3.40
C 1.34 2.32 -0.84
C 0.11 2.70 -0.34
C -0.76 3.62 -1.16
C -1.46 2.95 -2.38
C -2.99 2.83 -2.34
C -3.70 4.11 -2.80
C -3.54 2.36 -1.00
C -0.32 2.25 0.98
C -1.56 2.79 1.64
O -1.09 3.64 2.68
O -2.32 4.08 3.30
C 0.41 1.39 1.73
S -0.18 0.67 3.25
C 1.66 0.95 1.23
N 2.50 0.09 1.80
S 3.73 -0.10 0.77
N 3.27 0.86 -0.41
C 2.10 1.42 -0.04
H 2.53 7.24 -0.85
H 3.21 6.63 -2.37
H 4.11 6.49 -0.87
H 3.17 4.45 -0.45
H 1.58 5.19 -0.42
H 2.95 4.45 -3.01
H 1.22 4.70 -2.78
H 3.03 2.43 -2.04
H 1.07 1.10 -3.19
H 2.30 1.95 -4.10
H 0.73 2.69 -3.91
H -1.50 4.11 -0.54
H -0.13 4.42 -1.53
H -1.05 1.95 -2.50
H -1.19 3.54 -3.26
H -3.24 2.06 -3.07
H -3.17 4.60 -3.61
H -3.83 4.81 -1.97
H -4.69 3.87 -3.16
H -4.53 1.92 -1.14
H -3.64 3.18 -0.30
H -2.89 1.60 -0.55
H -2.15 1.97 2.07
H -2.18 3.38 0.98
H -1.96 4.66 3.99
H 0.14 1.70 4.05
C -0.23 -9.88 3.78
N -0.15 -8.57 3.08
C 1.03 -8.20 2.54
C 1.15 -7.01 1.87
C 0.04 -6.18 1.74
C -1.17 -6.58 2.31
C -1.23 -7.79 2.97
C 0.13 -4.89 1.00
C -0.73 -4.62 -0.07
C -0.64 -3.40 -0.71
N 0.26 -2.48 -0.33
C 1.10 -2.73 0.69
C 1.06 -3.92 1.37
C 0.32 -1.16 -1.00
H 0.50 -9.90 4.58
H -0.03 -10.67 3.06
H -1.23 -10.00 4.19
H 1.85 -8.88 2.67
H 2.10 -6.74 1.45
H -2.05 -5.97 2.25
H -2.14 -8.14 3.44
H -1.45 -5.34 -0.41
H -1.28 -3.15 -1.55
H 1.79 -1.93 0.94
H 1.74 -4.07 2.20
H 1.33 -1.00 -1.36
H 0.06 -0.39 -0.27
H -0.38 -1.15 -1.82
```

Values from the calculation:
orbital gap: 5.37 eV
net charge: +2

---

Record 9
Density functional theory data (ωB97M-V/def2-TZVPD) for 2 unconnected molecules or ions with the total composition C3H8BrIOSi in a non-equilibrium geometry.

Structure (XYZ):
```
15
C3H8BrIOSi (ωB97M-V/def2-TZVPD)
C 0.99 -0.92 2.36
C -1.20 0.16 -2.95
C 1.61 0.11 1.45
O 1.38 -0.15 0.13
Si -1.23 0.68 -1.08
Br -1.43 2.91 -0.70
I -3.16 -0.44 0.00
H 1.85 -1.46 2.92
H 0.17 -0.56 3.01
H 0.57 -1.65 1.64
H -0.88 1.00 -3.72
H -0.62 -0.77 -2.97
H -2.21 0.01 -3.31
H 2.73 -0.05 1.45
H 1.44 1.14 1.74
```

Values from the calculation:
energy relative to the best compared isomer or geometry (same formula, charge and spin): 111.2 kcal/mol
orbital gap (alpha / beta): 6.14 / 6.13 eV
net charge: 0

---

Record 10
Density functional theory data (ωB97M-V/def2-TZVPD) for C2H3NOS in the gas phase in a non-equilibrium geometry.

Structure (XYZ):
```
8
C2H3NOS (ωB97M-V/def2-TZVPD)
C 0.45 0.74 0.03
C -1.83 0.04 0.02
N -0.81 0.89 -0.09
O -4.11 -0.84 -0.11
S -3.39 0.46 0.05
H 1.22 1.40 -0.20
H 0.78 -0.17 0.41
H -1.51 -1.14 0.06
```

Values from the calculation:
energy relative to the best compared isomer or geometry (same formula, charge and spin): 65.2 kcal/mol
orbital gap (alpha / beta): 7.82 / 7.82 eV
net charge: 0

---

Record 11
Density functional theory data (ωB97M-V/def2-TZVPD) for 12 unconnected molecules or ions with the total composition C33H78N2O14S11 in a non-equilibrium geometry.

Structure (XYZ):
```
138
C33H78N2O14S11 (ωB97M-V/def2-TZVPD)
C -2.08 4.41 2.35
C -2.52 3.35 3.55
O -3.74 3.85 4.20
C -2.67 1.78 2.98
C -1.47 1.64 1.83
C -1.80 1.67 0.22
C -0.49 1.56 -0.81
C 1.01 1.44 -0.16
C 1.33 1.38 1.44
C 0.07 1.49 2.47
N 0.35 1.48 3.96
C 2.95 1.23 1.66
O 3.64 0.73 2.69
N 3.46 1.79 0.31
C 2.51 1.35 -0.82
O 2.84 1.00 -2.08
H -0.94 4.37 2.08
H -2.28 5.53 2.73
H -2.76 4.14 1.42
H -1.63 3.37 4.34
H -4.05 4.69 3.70
H -3.74 1.56 2.55
H -2.47 0.98 3.82
H -2.91 1.78 -0.15
H -0.61 1.56 -1.98
H -0.40 1.03 4.52
H 1.23 0.97 4.20
H 3.13 2.79 0.44
C -4.39 -3.27 -1.25
S -3.02 -2.18 -0.79
O -3.58 -1.06 0.04
C -2.74 -1.53 -2.46
H -4.76 -3.76 -0.34
H -5.20 -2.68 -1.70
H -4.03 -4.02 -1.95
H -3.65 -1.06 -2.83
H -2.44 -2.34 -3.12
H -1.94 -0.79 -2.41
C -8.22 -6.51 0.62
S -8.30 -5.54 -0.91
O -6.89 -5.23 -1.32
C -8.98 -4.05 -0.14
H -7.78 -7.48 0.39
H -7.60 -5.99 1.36
H -9.23 -6.65 1.01
H -8.31 -3.69 0.64
H -9.96 -4.27 0.28
H -9.08 -3.28 -0.91
C -13.89 -3.29 -0.07
S -13.80 -5.00 0.51
O -12.35 -5.38 0.54
C -14.52 -5.74 -0.97
H -13.46 -2.64 0.69
H -13.34 -3.18 -1.00
H -14.94 -3.01 -0.22
H -13.93 -5.47 -1.85
H -15.55 -5.38 -1.09
H -14.53 -6.82 -0.85
C 2.89 3.87 -3.62
S 2.29 5.26 -2.63
O 0.90 4.93 -2.18
C 2.15 6.42 -4.01
H 3.02 3.01 -2.96
H 2.17 3.63 -4.40
H 3.86 4.13 -4.07
H 1.48 6.02 -4.77
H 3.14 6.59 -4.45
H 1.75 7.37 -3.64
C 6.26 0.87 -2.03
S 7.06 2.41 -1.51
O 7.49 3.14 -2.75
C 8.53 1.62 -0.80
H 5.33 1.12 -2.53
H 6.91 0.33 -2.72
H 6.04 0.26 -1.15
H 9.04 1.03 -1.57
H 8.24 0.98 0.03
H 9.21 2.40 -0.44
C 3.45 10.09 -6.17
S 3.13 10.31 -4.40
O 1.91 9.50 -4.05
C 2.63 12.04 -4.52
H 3.75 9.05 -6.34
H 2.54 10.30 -6.74
H 4.25 10.75 -6.48
H 1.77 12.13 -5.19
H 3.46 12.64 -4.89
H 2.34 12.39 -3.52
C 7.47 -3.55 3.48
S 6.95 -2.15 2.46
O 8.01 -1.10 2.55
C 5.59 -1.63 3.54
H 8.34 -4.01 3.02
H 7.73 -3.20 4.48
H 6.66 -4.28 3.54
H 5.97 -1.41 4.53
H 4.84 -2.43 3.59
H 5.13 -0.74 3.11
C -1.77 -6.06 -5.32
S -0.40 -4.97 -4.87
O -0.97 -3.85 -4.04
C -0.12 -4.32 -6.54
H -2.14 -6.55 -4.42
H -2.58 -5.48 -5.77
H -1.42 -6.82 -6.03
H -1.03 -3.85 -6.91
H 0.18 -5.14 -7.20
H 0.68 -3.58 -6.49
C 11.47 0.27 6.74
S 10.00 -0.44 5.97
O 9.74 -1.77 6.62
C 10.77 -0.76 4.36
H 11.23 0.51 7.78
H 12.29 -0.46 6.72
H 11.76 1.18 6.21
H 11.63 -1.42 4.49
H 11.08 0.18 3.91
H 10.04 -1.25 3.72
C 5.05 -6.85 -0.15
S 6.42 -5.76 0.30
O 5.85 -4.65 1.13
C 6.70 -5.12 -1.37
H 4.68 -7.34 0.75
H 4.24 -6.27 -0.60
H 5.40 -7.61 -0.86
H 5.79 -4.64 -1.74
H 6.99 -5.93 -2.03
H 7.50 -4.38 -1.32
C -6.73 2.88 4.86
S -7.74 2.19 3.53
O -8.61 3.30 3.01
C -8.77 1.15 4.60
H -6.02 3.59 4.43
H -7.36 3.39 5.59
H -6.17 2.07 5.35
H -9.28 1.77 5.34
H -8.14 0.41 5.09
H -9.51 0.65 3.98
```

Values from the calculation:
orbital gap: 7.05 eV
net charge: 0

---

Number 1: energy -40092.2210 eV. Number 2: energy -132073.0511 eV. Number 3: energy -9456.7803 eV. Number 4: energy -10399.7846 eV. Number 5: energy -8897.8854 eV. Number 6: energy -8824.3200 eV. Number 7: energy -7334.9711 eV. Number 8: energy -62430.4425 eV. Number 9: energy -91307.2840 eV. Number 10: energy -16492.3700 eV. Number 11: energy -186298.4218 eV.